Entry 1:
Computed, not measured: one molecule with the formula C10H8O4 in a non-equilibrium geometry, with ωB97M-V with the def2-TZVPD basis set.

Values from the calculation:
energy above the lowest of the compared OMol25 structures with the same formula, charge and spin = 93.81 kJ/mol
total energy = -686.74597 hartree

ORCA input file:
```
! wB97M-V def2-TZVPD RIJCOSX def2/J DEFGRID3
* xyz 0 1
O -3.513 0.041 2.355
O -0.869 -1.199 3.742
O -1.854 1.174 1.184
O -0.105 0.362 2.122
C 0.288 -0.501 -2.900
C 0.661 0.650 -0.825
C 1.197 -1.473 -2.523
C 1.565 -0.332 -0.445
C 0.349 1.792 0.124
C -1.160 -0.286 2.807
C -0.534 1.244 1.165
C 1.829 -1.393 -1.293
C -2.328 0.227 2.195
C 0.009 0.551 -2.045
H -0.208 -0.564 -3.858
H 1.413 -2.301 -3.182
H -0.179 2.594 -0.389
H 2.050 -0.261 0.516
H -1.688 -1.644 3.993
H 2.533 -2.152 -0.996
H -0.719 1.299 -2.324
H 1.264 2.171 0.578
*
```



Entry 2:
Computed, not measured: C10H8S2 as an isolated structure in a non-equilibrium geometry, with ωB97M-V with the def2-TZVPD basis set.

Values from the calculation:
energy above the lowest of the compared OMol25 structures with the same formula, charge and spin = 516.01 kJ/mol
total energy = -1181.91392 hartree

ORCA input file:
```
! wB97M-V def2-TZVPD RIJCOSX def2/J DEFGRID3
* xyz 0 1
S -3.771 1.073 0.720
S 3.156 2.185 0.305
C 0.385 -0.024 -1.189
C -1.323 1.028 -0.568
C -2.545 1.703 -0.188
C -0.298 -0.768 0.865
C 0.075 -2.199 0.748
C 2.719 0.809 0.935
C -0.182 1.388 -1.108
C 1.069 -0.543 0.073
C 1.310 -2.044 0.288
C -0.993 -0.433 -0.432
H -1.860 -1.075 -0.745
H -0.585 -0.408 1.889
H 0.792 -0.225 -2.176
H 0.172 2.364 -1.395
H -0.476 -2.921 1.280
H -2.748 2.575 -0.867
H 3.130 0.348 1.774
H 1.975 -2.831 -0.210
*
```



Entry 3:
Computed, not measured: C10H9BF4N3O8Yb as an isolated structure in a non-equilibrium geometry, with ωB97M-V with the def2-TZVPD basis set.

Values from the calculation:
energy above the lowest of the compared OMol25 structures with the same formula, charge and spin = 0.00 kJ/mol
total energy = -2735.88912 hartree

ORCA input file:
```
! wB97M-V def2-TZVPD RIJCOSX def2/J DEFGRID3
* xyz 0 2
Yb -0.243 -0.529 0.652
F -1.023 -1.206 2.665
F -1.031 -2.664 0.931
F -2.832 -2.728 2.460
F -2.484 -0.944 0.943
O 1.653 -1.601 0.982
O 4.104 -3.795 -4.933
O -1.318 -1.136 -3.880
O -0.882 1.501 1.215
O 1.666 0.358 0.008
O 5.246 -3.370 -3.163
O -0.344 -2.356 -5.354
O -0.231 -0.980 -1.418
N 4.225 -3.341 -3.818
N -2.123 2.842 -0.116
N -0.401 -1.827 -4.263
C 1.905 -2.549 -3.941
C -2.714 4.183 -0.295
C 0.815 -1.462 -2.070
C 3.157 -2.143 -1.929
C -1.354 2.612 0.922
C 1.954 -0.879 -0.034
C 2.069 -1.514 -1.386
C -2.490 1.772 -1.063
C 0.808 -1.931 -3.371
C 3.044 -2.656 -3.205
B -1.926 -1.977 1.811
H -2.657 4.446 -1.348
H 1.850 -2.933 -4.945
H -2.875 2.255 -1.955
H -2.153 4.916 0.275
H 4.094 -2.220 -1.395
H -1.626 1.191 -1.358
H -3.243 1.109 -0.645
H -1.127 3.480 1.535
H -3.752 4.183 0.028
*
```



Entry 4:
Computed, not measured: C10H9Br2NORu as an isolated structure in a non-equilibrium geometry, with ωB97M-V with the def2-TZVPD basis set.

Values from the calculation:
total energy = -5758.52074 hartree

ORCA input file:
```
! wB97M-V def2-TZVPD RIJCOSX def2/J DEFGRID3
* xyz 2 5
Ru 0.933 0.919 -1.549
Br -3.442 0.016 3.488
Br -3.404 -0.549 -2.253
O -0.479 -0.210 -1.750
N 0.861 0.442 0.402
C 1.134 0.423 2.788
C -0.236 0.273 3.000
C -0.433 0.045 0.605
C -1.131 -0.232 -0.595
C 2.813 -0.832 -3.330
C -2.508 -0.088 1.855
C -1.083 0.051 1.883
C -2.529 -0.369 -0.580
C -3.183 -0.274 0.652
C 1.664 0.486 1.482
H 0.265 2.281 -2.184
H 2.730 0.558 1.282
H 2.356 -1.525 -4.084
H -0.673 0.291 3.999
H -4.253 -0.360 0.663
H 1.973 0.006 -2.730
H 3.288 -1.665 -2.727
H 1.811 0.544 3.642
H 3.526 -0.230 -3.960
*
```



> What is the formula in the fourth record?

C10H9Br2NORu